Below is a molecular structure, CH4N3O2 in a non-equilibrium geometry, with properties calculated with ωB97M-V/def2-TZVPD.

Each line ends with the natural charge from an NBO analysis.
Cartesian coordinates (Å):
C  0.0668  0.2101  0.0726  0.625
N  1.0438  -1.4510  -0.0415  -0.684
N  -1.4525  -0.0771  0.1028  0.488
N  0.4217  1.3684  -0.2134  -0.666
O  -1.7597  -1.2131  -0.0069  -0.222
O  -2.1150  0.9226  0.1631  -0.312
H  0.7421  -2.2242  0.6035  0.422
H  2.0112  -1.2418  0.1370  0.380
H  1.3840  1.6351  -0.5374  0.486
H  -0.3424  2.0710  -0.2797  0.484

Results
**HOMO energy (spin up / spin down)**: -16.22 / -16.21 eV
**E**: -9653.36507 eV
**2S+1**: 1
**Lowest unoccupied orbital energy (spin up / spin down)**: -6.72 / -6.72 eV
**Charge**: +1